Entry 1:
A molecular structure, C33H42BN9O3Pb. Source: OMol25; level of theory: ωB97M-V with the def2-TZVPD basis set.

Frontier orbital gap in hartree: 0.278
HOMO in eV: -8.172
Energy relative to the best compared isomer or geometry (same formula, charge and spin) in eV: 0.0000

```
! RIJCOSX wB97M-V def2-TZVPD def2/J DEFGRID3
* xyz 0 1
Pb 11.123 8.205 11.416
O 8.094 5.678 13.576
C 8.750 6.510 12.954
N 10.021 7.000 13.317
C 10.751 6.460 14.343
O 10.411 5.491 15.011
C 12.052 7.202 14.602
C 12.995 6.581 15.463
C 14.115 7.286 15.903
C 14.290 8.602 15.437
C 13.343 9.125 14.573
N 12.360 8.385 14.065
C 8.168 7.091 11.719
C 6.802 6.731 11.440
C 6.110 7.401 10.407
C 6.781 8.353 9.628
C 8.112 8.587 9.911
N 8.767 8.028 10.937
H 12.728 5.588 15.822
H 14.735 6.790 16.617
H 15.127 9.276 15.832
H 13.406 10.152 14.218
H 6.348 5.925 12.050
H 5.040 7.212 10.304
H 6.303 8.890 8.803
H 8.656 9.218 9.208
C 10.835 6.079 5.458
C 10.932 6.220 7.011
C 12.010 5.223 7.604
C 11.152 7.656 7.345
C 10.780 8.816 6.649
C 11.420 9.854 7.352
N 12.120 9.306 8.386
N 12.042 7.974 8.338
B 13.040 10.140 9.212
N 12.103 11.298 9.809
C 12.211 12.674 9.840
C 11.344 13.225 10.779
C 10.652 12.108 11.282
N 11.091 10.995 10.670
C 9.566 11.992 12.398
C 9.760 10.739 13.262
C 9.701 13.220 13.332
N 13.823 9.411 10.296
C 14.983 10.032 10.828
C 15.886 9.085 11.194
C 15.179 7.821 10.995
N 14.014 8.053 10.383
C 15.786 6.467 11.266
C 15.298 5.436 10.272
C 17.310 6.536 11.236
H 10.805 5.061 5.154
H 11.656 6.577 4.899
H 9.989 6.638 5.114
H 9.917 5.937 7.259
H 12.952 5.458 7.106
H 11.754 4.221 7.315
H 12.120 5.260 8.654
H 10.288 8.942 5.732
H 11.474 10.945 7.248
H 13.735 10.713 8.458
H 12.848 13.186 9.113
H 11.253 14.258 11.076
H 8.565 11.928 11.963
H 10.765 10.685 13.718
H 9.630 9.803 12.686
H 9.055 10.572 14.117
H 10.612 13.234 13.981
H 8.853 13.185 13.966
H 9.570 14.140 12.729
H 15.077 11.139 10.790
H 16.863 9.240 11.677
H 15.454 6.127 12.256
H 15.514 5.727 9.247
H 14.219 5.246 10.338
H 15.860 4.519 10.462
H 17.715 6.964 10.315
H 17.675 5.508 11.145
H 17.794 7.008 12.069
C 14.379 12.919 15.755
C 13.529 13.150 14.569
C 13.489 14.592 14.064
O 12.965 12.271 13.916
H 14.064 13.458 16.678
H 15.389 13.281 15.533
H 14.391 11.866 16.039
H 13.190 15.156 14.953
H 12.800 14.581 13.214
H 14.479 14.971 13.773
*
```

Atomic partial charges in e from the Löwdin method, atoms 1 to 8: number 1, Pb, carries 1.53; number 2, O, carries 0.08; number 3, C, carries -0.44; number 4, N, carries -0.01; number 5, C, carries -0.46; number 6, O, carries 0.08; number 7, C, carries -0.20; number 8, C, carries 0.00

Entry 2:
A molecular structure, C33H42CeGeN2O6Te. Source: OMol25; level of theory: ωB97M-V with the def2-TZVPD basis set.

Frontier orbital gap (spin up / spin down) in hartree: 0.250 / 0.239
HOMO (spin up / spin down) in eV: -4.905 / -4.904
Energy relative to the best compared isomer or geometry (same formula, charge and spin) in eV: 1.8478

```
! RIJCOSX wB97M-V def2-TZVPD def2/J DEFGRID3
* xyz -1 2
Ce 0.491 0.006 2.541
O 1.746 1.249 5.153
C 1.346 0.504 6.292
C 0.017 -0.208 6.096
N 0.016 -1.159 4.980
C 0.993 -2.234 5.167
C 2.385 -1.849 4.670
O 3.378 -2.293 5.218
O 2.371 -1.032 3.656
C -1.325 -1.706 4.773
C -1.407 -2.480 3.454
O -2.028 -3.523 3.390
O -0.774 -1.905 2.462
H 2.198 0.629 4.554
H 1.214 1.218 7.108
H 2.135 -0.193 6.593
H -0.748 0.539 5.876
H -0.246 -0.723 7.036
H 0.683 -3.098 4.575
H 1.054 -2.548 6.216
H -2.027 -0.870 4.706
H -1.640 -2.381 5.578
C -0.687 3.534 0.661
Ge -1.814 2.562 1.934
C -2.589 1.001 0.995
C -3.352 3.714 2.285
C -0.916 1.796 3.476
H -1.280 3.770 -0.226
H 0.176 2.942 0.355
H -0.316 4.458 1.106
H -2.018 0.731 0.105
H -3.617 1.201 0.686
H -2.609 0.126 1.652
H -3.869 3.899 1.341
H -3.049 4.669 2.718
H -4.043 3.232 2.977
H -0.403 2.579 4.052
C -2.599 0.240 -7.931
C -2.026 0.226 -6.540
C -2.627 0.926 -5.507
C -2.106 0.928 -4.214
C -2.895 1.662 -3.156
C -0.933 0.208 -3.943
Te -0.020 0.399 -2.029
N 1.211 0.308 0.317
C 2.184 1.007 0.805
O 2.136 1.417 2.065
C 3.466 1.329 0.112
C 4.637 1.254 0.863
C 5.860 1.503 0.263
C 5.920 1.838 -1.085
C 4.752 1.929 -1.827
C 3.524 1.673 -1.230
C 0.016 -1.686 -1.668
C 1.246 -2.265 -1.359
C 1.352 -3.624 -1.118
C 0.219 -4.421 -1.191
C -1.004 -3.842 -1.479
C -1.137 -2.473 -1.713
C -2.514 -1.913 -1.946
C -0.308 -0.502 -4.983
C 0.941 -1.323 -4.791
C -0.872 -0.489 -6.254
H -3.566 0.742 -7.955
H -2.737 -0.774 -8.311
H -1.935 0.759 -8.626
H -3.530 1.494 -5.707
H -3.503 2.445 -3.608
H -2.271 2.115 -2.389
H -3.569 0.971 -2.642
H 4.573 0.993 1.911
H 6.767 1.444 0.852
H 6.877 2.028 -1.555
H 4.791 2.192 -2.876
H 2.615 1.743 -1.811
H 2.127 -1.639 -1.299
H 2.314 -4.054 -0.869
H 0.283 -5.485 -1.006
H -1.896 -4.458 -1.498
H -3.268 -2.629 -1.622
H -2.684 -1.682 -3.000
H -2.656 -0.986 -1.387
H 1.546 -0.965 -3.960
H 1.551 -1.302 -5.695
H 0.691 -2.365 -4.577
H -0.384 -1.050 -7.046
*
```

Atomic partial charges in e from the Löwdin method, atoms 1 to 8: number 1, Ce, carries 1.23; number 2, O, carries -0.06; number 3, C, carries -0.21; number 4, C, carries -0.17; number 5, N, carries -0.21; number 6, C, carries -0.07; number 7, C, carries -0.62; number 8, O, carries 0.06

Entry 3:
A molecular structure, C33H42Cl3CrN6O2. Source: OMol25; level of theory: ωB97M-V with the def2-TZVPD basis set.

Frontier orbital gap (spin up / spin down) in hartree: 0.265 / 0.286
HOMO (spin up / spin down) in eV: -13.785 / -13.800

```
! RIJCOSX wB97M-V def2-TZVPD def2/J DEFGRID3
* xyz 2 2
Cr -0.051 0.123 -0.723
C -0.120 -2.864 -0.223
C -1.084 -2.660 -1.364
N -0.755 -1.382 -2.046
C -1.935 -0.865 -2.779
C -2.790 -0.116 -1.804
C -4.134 0.126 -1.993
C -4.809 0.898 -1.055
C -4.113 1.413 0.026
C -2.763 1.135 0.143
C -1.879 1.717 1.200
N -0.686 0.862 1.352
C -0.942 -0.248 2.300
C -1.187 -1.520 1.527
N -0.085 -1.611 0.552
N -2.127 0.360 -0.738
H 0.878 -3.062 -0.598
H -0.419 -3.714 0.395
H -2.107 -2.583 -0.994
H -1.049 -3.494 -2.065
H -0.017 -1.552 -2.733
H -2.486 -1.678 -3.256
H -1.594 -0.178 -3.553
H -4.645 -0.280 -2.855
H -5.864 1.103 -1.174
H -4.602 2.032 0.766
H -2.416 1.822 2.144
H -1.569 2.710 0.876
H 0.083 1.426 1.704
H -1.786 -0.023 2.953
H -0.066 -0.370 2.934
H -2.137 -1.492 0.998
H -1.194 -2.387 2.192
H 0.786 -1.569 1.082
C 2.701 -1.993 3.292
C 2.347 -0.593 3.734
C 2.206 -0.331 5.091
C 1.888 0.938 5.549
C 1.724 1.971 4.643
C 1.856 1.756 3.274
C 1.712 2.919 2.320
C 2.155 0.463 2.834
N 2.177 0.210 1.424
C 3.283 0.178 0.806
C 4.634 0.347 1.443
C 3.221 -0.002 -0.693
C 4.544 -0.127 -1.386
N 2.089 -0.029 -1.297
C 2.147 -0.066 -2.761
C 1.989 -1.281 -3.433
C 2.127 -2.608 -2.728
C 1.875 -1.265 -4.822
C 1.983 -0.078 -5.525
C 2.269 1.094 -4.844
C 2.373 1.122 -3.459
C 2.797 2.396 -2.780
H 3.522 -2.381 3.895
H 3.016 -2.047 2.250
H 1.862 -2.679 3.436
H 2.363 -1.137 5.798
H 1.782 1.122 6.609
H 1.500 2.970 4.996
H 2.530 3.627 2.464
H 0.789 3.470 2.511
H 1.722 2.618 1.274
H 4.534 0.528 2.509
H 5.167 1.187 0.996
H 5.254 -0.539 1.301
H 5.129 0.785 -1.257
H 4.449 -0.329 -2.446
H 5.115 -0.931 -0.920
H 1.392 -3.342 -3.065
H 2.076 -2.507 -1.649
H 3.106 -3.035 -2.957
H 1.752 -2.202 -5.351
H 1.892 -0.074 -6.602
H 2.421 2.014 -5.396
H 2.431 3.261 -3.328
H 3.889 2.465 -2.781
H 2.456 2.477 -1.751
Cl -2.444 4.017 -1.818
C -0.856 3.655 -2.549
Cl 0.204 5.042 -2.383
Cl -1.073 3.236 -4.243
C -0.318 2.465 -1.727
O 0.088 2.596 -0.572
O -0.344 1.321 -2.283
*
```

Atomic partial charges in e from the Löwdin method, atoms 1 to 8: number 1, Cr, carries 0.92; number 2, C, carries -0.15; number 3, C, carries -0.13; number 4, N, carries -0.08; number 5, C, carries -0.09; number 6, C, carries -0.22; number 7, C, carries 0.03; number 8, C, carries 0.00